C6H8CoO5 as an isolated structure. Source: OMol25; level of theory: ωB97M-V/def2-TZVPD.

The spin multiplicity is 6. The calculation puts the HOMO-LUMO gap (alpha / beta) at 6.00 / 4.02 eV. The total charge is +2. The strongest force on any atom is 3.379 eV/Å. As for the expectation value of S²: 8.760. Its LUMO energy (alpha / beta) is -8.200 / -14.040 eV.

Each line ends with the Mulliken spin population.
Geometry (Å):
Co -3.74 0.79 1.92  4.0807
O -2.59 0.98 0.61  -0.0996
O -1.63 -0.95 -0.10  0.1936
C -0.79 -1.29 -1.19  0.0253
C -0.75 0.00 -2.00  0.0493
O -1.02 1.01 -1.02  0.4817
C -1.53 0.43 0.14  -0.0038
H 0.21 -1.58 -0.83  0.0601
H -1.24 -2.13 -1.73  0.0093
H -1.52 0.03 -2.77  0.1085
H 0.24 0.20 -2.44  0.0561
O -0.62 0.56 2.47  0.0509
C 0.60 0.63 3.26  -0.0005
C 1.69 0.56 2.19  -0.0027
O 0.91 0.50 0.95  0.0025
C -0.33 0.50 1.23  -0.0162
H 0.57 1.58 3.81  0.0033
H 0.58 -0.22 3.94  0.0016
H 2.30 -0.35 2.23  0.0001
H 2.32 1.45 2.13  -0.0004


C30H31HgN3OPS6 as an isolated structure. Source: OMol25; level of theory: ωB97M-V/def2-TZVPD.

The spin multiplicity is 2. The calculation puts the HOMO-LUMO gap (alpha / beta) at 4.65 / 6.16 eV. The total charge is -2. The strongest force on any atom is 0.273 eV/Å. As for the expectation value of S²: 0.777. Its LUMO energy (alpha / beta) is 4.156 / 4.151 eV.

Each line ends with the Mulliken spin population.
Geometry (Å):
Hg 0.67 -0.89 0.70  0.1900
O 2.75 -0.99 -1.40  0.1308
C 2.46 -0.21 -0.52  0.2602
C 3.01 1.11 -0.30  0.0348
C 4.42 1.17 -0.47  0.0757
C 5.16 2.25 -0.05  -0.0545
C 4.52 3.34 0.55  0.1288
C 3.14 3.34 0.65  -0.0569
C 2.34 2.26 0.22  0.1472
P 0.52 2.45 0.09  0.0175
C -0.09 2.20 1.80  0.0447
C 0.74 2.08 2.92  -0.0142
C 0.21 1.76 4.16  0.0053
C -1.16 1.58 4.30  -0.0047
C -2.00 1.73 3.21  0.0024
C -1.47 2.03 1.96  -0.0074
C 0.40 4.29 -0.04  0.0175
C -0.11 5.13 0.96  -0.0001
C -0.21 6.50 0.75  0.0007
C 0.20 7.06 -0.45  0.0002
C 0.70 6.23 -1.46  0.0012
C 0.78 4.87 -1.25  0.0045
H 4.90 0.30 -0.90  0.0274
H 6.23 2.24 -0.17  -0.0021
H 5.08 4.19 0.90  0.0128
H 2.65 4.21 1.05  0.0039
H 1.81 2.17 2.80  0.0042
H 0.86 1.58 5.00  0.0000
H -1.57 1.28 5.26  -0.0002
H -3.07 1.56 3.30  0.0003
H -2.12 2.05 1.09  -0.0044
H -0.42 4.70 1.90  -0.0013
H -0.61 7.13 1.53  -0.0007
H 0.12 8.13 -0.61  0.0001
H 1.01 6.66 -2.40  -0.0003
H 1.17 4.23 -2.04  -0.0059
S 1.00 -2.87 2.66  0.0232
C 1.15 -2.20 4.19  0.0010
N 1.28 -1.76 5.26  0.0039
C -3.15 -3.38 1.33  -0.0089
S -4.41 -3.40 0.03  0.0010
C -5.15 -1.83 0.27  0.0057
C -4.53 -0.62 0.07  0.0001
S -2.94 -0.28 -0.45  0.0027
S -5.58 0.74 0.47  0.0007
C -7.01 -0.11 0.93  0.0001
S -8.42 0.63 1.42  0.0000
S -6.79 -1.80 0.86  0.0004
H -2.62 -4.33 1.27  0.0000
H -3.61 -3.27 2.31  -0.0007
H -2.45 -2.57 1.14  0.0112
C 2.46 -4.03 -3.82  -0.0010
C 0.99 -4.34 -3.56  0.0018
N 0.44 -3.58 -2.45  -0.0005
C -0.13 -2.28 -2.78  -0.0387
C -1.59 -2.38 -3.18  -0.0018
C 0.34 -4.06 -1.18  0.0077
C 0.86 -5.46 -0.92  0.0018
N -0.18 -3.33 -0.27  0.0042
H 2.85 -4.64 -4.63  0.0002
H 3.05 -4.21 -2.92  -0.0001
H 2.59 -2.98 -4.08  0.0014
H 0.85 -5.41 -3.39  0.0001
H 0.39 -4.10 -4.45  -0.0002
H 0.48 -1.83 -3.56  0.0005
H -0.03 -1.63 -1.90  0.0293
H -1.73 -3.08 -4.01  0.0001
H -1.97 -1.40 -3.49  -0.0003
H -2.20 -2.70 -2.33  0.0004
H 0.15 -6.20 -1.30  0.0001
H 0.96 -5.59 0.15  0.0000
H 1.82 -5.64 -1.39  -0.0002
H -0.19 -3.80 0.63  -0.0024


C50H80CrO24 as an isolated structure. Source: OMol25; level of theory: ωB97M-V/def2-TZVPD.

The spin multiplicity is 6. The calculation puts the HOMO-LUMO gap (alpha / beta) at 7.08 / 4.17 eV. The total charge is +1. The strongest force on any atom is 4.768 eV/Å. As for the expectation value of S²: 8.796. Its LUMO energy (alpha / beta) is -3.792 / -6.836 eV.

Each line ends with the Mulliken spin population.
Geometry (Å):
Cr -37.37 -31.86 7.97  4.1161
C -37.33 -31.55 12.44  -0.0130
C -36.54 -31.14 11.17  -0.0115
C -35.21 -31.86 11.06  -0.0006
O -37.40 -31.37 10.11  -0.0582
H -36.79 -32.04 13.25  -0.0011
H -38.11 -32.28 12.22  -0.0010
H -37.82 -30.69 12.91  0.0002
H -36.32 -30.07 11.19  0.0172
H -34.48 -31.50 11.79  -0.0005
H -34.73 -31.70 10.10  0.0027
H -35.37 -32.94 11.13  0.0029
C -34.66 -31.11 5.01  0.0347
C -34.36 -30.84 6.48  -0.0373
C -33.66 -29.49 6.83  0.0621
O -35.44 -31.23 7.28  0.7569
H -35.55 -30.52 4.80  -0.0082
H -34.87 -32.16 4.85  -0.0039
H -33.89 -30.74 4.32  0.0178
H -33.58 -31.57 6.72  0.1219
H -34.15 -28.64 6.34  0.0058
H -32.63 -29.28 6.55  -0.0120
H -33.72 -29.44 7.92  -0.0118
O -35.28 -37.84 2.97  0.0000
C -35.60 -36.66 2.75  0.0000
O -35.79 -35.79 3.75  0.0006
C -36.41 -34.59 3.30  0.0008
C -37.01 -35.02 1.95  0.0002
C -35.96 -36.04 1.42  0.0000
H -35.77 -33.72 3.15  -0.0011
H -37.23 -34.33 3.98  0.0008
H -37.18 -34.10 1.38  0.0000
H -38.00 -35.47 2.02  0.0000
H -35.05 -35.49 1.15  0.0000
H -36.29 -36.71 0.64  0.0000
O -39.76 -25.34 9.44  0.0001
C -38.73 -25.97 9.20  -0.0003
O -38.40 -26.98 10.03  -0.0006
C -37.24 -27.63 9.59  0.0059
C -36.58 -26.68 8.65  -0.0028
C -37.68 -25.76 8.11  0.0007
H -37.61 -28.54 9.12  0.0014
H -36.51 -27.90 10.36  0.0014
H -36.09 -27.27 7.88  0.0037
H -35.79 -26.17 9.20  -0.0004
H -38.05 -25.93 7.10  -0.0003
H -37.31 -24.74 8.07  0.0001
O -34.10 -25.86 12.82  0.0000
C -33.68 -26.86 12.40  -0.0001
O -34.08 -27.29 11.19  0.0010
C -33.53 -28.54 10.89  0.0044
C -33.26 -29.12 12.24  -0.0015
C -32.74 -27.93 12.99  0.0004
H -32.60 -28.51 10.32  0.0002
H -34.28 -29.14 10.37  -0.0041
H -32.54 -29.93 12.17  0.0001
H -34.15 -29.56 12.68  0.0007
H -31.70 -27.67 12.77  0.0000
H -32.84 -28.02 14.07  0.0000
O -37.85 -24.19 4.67  0.0000
C -36.68 -24.53 4.53  0.0000
O -36.23 -25.76 4.96  0.0015
C -34.89 -26.05 4.58  0.0005
C -34.62 -24.90 3.54  0.0004
C -35.57 -23.79 3.96  -0.0001
H -34.79 -27.03 4.10  -0.0012
H -34.29 -26.06 5.49  0.0000
H -34.93 -25.33 2.59  0.0000
H -33.58 -24.57 3.58  0.0000
H -35.96 -23.16 3.16  0.0000
H -35.27 -23.10 4.75  0.0000
O -38.37 -30.01 7.24  -0.0098
C -38.66 -29.01 6.56  -0.0131
O -39.67 -28.26 6.79  -0.0006
C -39.80 -27.24 5.74  0.0009
C -38.81 -27.61 4.65  -0.0015
C -37.83 -28.53 5.40  -0.0009
H -39.67 -26.23 6.13  0.0002
H -40.82 -27.26 5.34  0.0003
H -38.37 -26.72 4.21  0.0002
H -39.28 -28.16 3.84  0.0002
H -36.99 -27.97 5.81  -0.0046
H -37.44 -29.39 4.86  0.0154
O -38.27 -29.92 -1.17  0.0000
C -37.55 -29.89 -0.15  0.0000
O -37.37 -31.03 0.71  0.0001
C -36.30 -30.74 1.65  0.0019
C -36.36 -29.18 1.74  0.0006
C -36.71 -28.75 0.33  0.0000
H -35.40 -31.11 1.17  -0.0004
H -36.47 -31.27 2.58  -0.0013
H -35.38 -28.84 2.07  -0.0003
H -37.14 -28.96 2.47  -0.0003
H -35.79 -28.70 -0.26  0.0000
H -37.37 -27.88 0.33  0.0000
O -36.62 -33.85 8.36  0.0289
C -35.65 -34.62 8.14  -0.0154
O -35.62 -35.54 7.13  -0.0017
C -34.33 -36.21 7.07  0.0015
C -33.39 -35.25 7.75  -0.0017
C -34.26 -34.70 8.86  -0.0022
H -34.03 -36.27 6.03  -0.0003
H -34.45 -37.17 7.58  0.0002
H -33.02 -34.46 7.09  0.0024
H -32.53 -35.75 8.19  0.0001
H -34.01 -33.68 9.14  0.0044
H -34.25 -35.35 9.74  -0.0005
O -32.75 -32.61 1.04  0.0000
C -32.59 -33.41 1.90  0.0001
O -33.03 -33.27 3.13  0.0043
C -32.56 -34.31 4.03  0.0019
C -31.38 -34.88 3.25  0.0004
C -31.76 -34.65 1.76  0.0000
H -33.31 -35.07 4.23  0.0015
H -32.23 -33.87 4.97  -0.0007
H -31.32 -35.93 3.51  0.0000
H -30.45 -34.36 3.45  -0.0001
H -32.23 -35.53 1.34  0.0000
H -30.90 -34.35 1.15  0.0000
O -30.44 -23.06 7.58  0.0000
C -30.97 -24.13 7.90  0.0000
O -31.31 -24.48 9.26  0.0000
C -32.24 -25.60 9.30  0.0003
C -32.62 -25.79 7.83  -0.0008
C -31.43 -25.30 7.07  0.0001
H -33.08 -25.35 9.95  0.0000
H -31.80 -26.50 9.74  -0.0001
H -33.48 -25.15 7.64  0.0002
H -32.86 -26.83 7.62  0.0013
H -31.64 -24.91 6.07  0.0000
H -30.56 -25.97 7.01  0.0000
O -30.14 -27.95 5.61  -0.0001
C -30.61 -28.85 4.89  -0.0004
O -30.31 -30.13 5.11  0.0006
C -30.96 -30.99 4.17  -0.0138
C -31.58 -30.10 3.13  0.0002
C -31.58 -28.73 3.72  -0.0006
H -31.71 -31.60 4.67  0.0123
H -30.18 -31.64 3.78  -0.0009
H -32.61 -30.41 2.94  0.0007
H -31.00 -30.07 2.21  0.0001
H -32.56 -28.40 4.09  0.0001
H -31.29 -27.91 3.06  0.0001
O -28.76 -30.06 10.64  0.0001
C -29.50 -30.78 9.94  -0.0001
O -30.67 -31.31 10.42  0.0001
C -31.33 -32.06 9.38  0.0123
C -30.79 -31.45 8.14  -0.0023
C -29.33 -31.10 8.46  0.0013
H -32.39 -31.82 9.30  -0.0100
H -31.11 -33.12 9.54  -0.0004
H -31.29 -30.55 7.76  -0.0023
H -30.81 -32.18 7.33  0.0001
H -28.96 -30.25 7.88  0.0001
H -28.64 -31.94 8.40  0.0001


C28H78As2F21N6O8P as an isolated structure. Source: OMol25; level of theory: ωB97M-V/def2-TZVPD.

The calculation puts the HOMO-LUMO gap at 8.75 eV. The total charge is +2. The strongest force on any atom is 3.432 eV/Å. Its LUMO energy is -3.859 eV.

Each line ends with the Mulliken charge.
Geometry (Å):
C -0.97 6.00 7.50  -1.3689
C 0.47 5.52 7.57  0.2616
C 0.73 4.45 8.63  -0.9240
O 2.05 3.91 8.40  -0.3514
C 2.46 3.02 9.40  -0.7674
N 0.78 4.87 6.31  -0.1851
H 1.72 4.44 6.47  0.4359
H 0.17 4.05 6.01  0.2806
H 0.71 5.40 5.44  0.2916
H -1.11 7.02 7.01  0.3746
H -1.39 6.15 8.47  0.3739
H -1.69 5.43 6.90  0.3403
H 1.16 6.35 7.62  0.3576
H 0.05 3.68 8.56  0.5063
H 0.66 4.93 9.60  0.4725
H 1.79 2.15 9.51  0.3246
H 2.57 3.54 10.35  0.3074
H 3.48 2.70 9.13  0.2563
C 1.02 2.03 -3.60  -1.5608
C -0.35 1.28 -3.41  0.9099
C -0.46 0.09 -4.35  -1.2268
O -1.71 -0.38 -4.41  -0.0848
C -2.55 0.38 -5.23  -0.8698
N -0.51 0.81 -2.02  1.2918
H -1.13 1.47 -1.49  -0.1396
H -0.90 -0.11 -1.91  0.0082
H 0.43 0.66 -1.58  -0.1011
H 1.21 2.68 -2.75  0.3858
H 1.03 2.71 -4.43  0.4406
H 1.81 1.27 -3.69  0.3168
H -1.22 1.92 -3.64  0.2054
H 0.22 -0.76 -4.07  0.1893
H -0.12 0.39 -5.29  0.4982
H -2.39 1.44 -5.11  0.3544
H -3.62 0.14 -5.05  0.2371
H -2.37 0.11 -6.29  0.3300
C 4.02 -5.64 -0.87  -1.2563
C 3.68 -5.54 -2.40  0.7818
C 4.01 -6.74 -3.25  -0.9796
O 3.95 -6.33 -4.58  -0.3248
C 4.36 -7.25 -5.50  -0.7099
N 2.30 -5.10 -2.65  0.5593
H 1.62 -5.43 -1.97  -0.0991
H 2.16 -4.11 -2.44  -0.0860
H 1.96 -5.36 -3.58  0.4733
H 3.96 -4.63 -0.40  0.2217
H 5.08 -5.92 -0.78  0.4254
H 3.36 -6.20 -0.27  0.3483
H 4.30 -4.72 -2.74  0.1353
H 3.33 -7.56 -3.13  0.3912
H 5.02 -7.24 -3.02  0.4306
H 3.53 -8.00 -5.76  0.2521
H 5.27 -7.85 -5.23  0.3097
H 4.59 -6.69 -6.41  0.2442
C -3.92 4.71 1.92  -1.0236
C -3.77 5.24 0.48  0.1969
C -3.30 6.66 0.47  -0.7485
O -3.06 6.97 -0.87  -0.3556
C -2.92 8.40 -1.04  -0.7063
N -2.77 4.48 -0.29  0.2075
H -2.55 5.00 -1.11  0.4972
H -1.93 4.22 0.27  0.0603
H -3.12 3.55 -0.56  0.0991
H -4.47 5.40 2.54  0.4580
H -2.94 4.63 2.43  0.1501
H -4.46 3.73 1.94  0.2675
H -4.65 5.12 -0.14  0.4518
H -2.43 6.71 1.12  0.2473
H -4.18 7.18 0.90  0.4217
H -2.75 8.57 -2.10  0.2795
H -2.00 8.87 -0.61  0.2974
H -3.92 8.96 -0.72  0.2714
C -4.14 -4.12 -4.43  -1.3604
C -3.96 -3.39 -3.11  0.7676
C -4.54 -4.06 -1.83  -1.2322
O -3.91 -3.34 -0.71  -0.0878
C -4.72 -3.31 0.40  -0.9176
N -2.55 -3.04 -2.97  -0.1199
H -1.27 -4.14 -3.04  0.4098
H -2.27 -2.38 -3.71  0.0082
H -2.37 -2.59 -2.04  0.0816
H -4.36 -3.52 -5.32  0.3472
H -5.02 -4.78 -4.37  0.3802
H -3.25 -4.77 -4.60  0.2154
H -4.46 -2.41 -3.13  0.1590
H -4.18 -5.05 -1.73  0.3677
H -5.61 -4.02 -1.78  0.5844
H -5.73 -2.99 0.11  0.3702
H -4.28 -2.46 1.01  0.1888
H -4.80 -4.28 0.94  0.2505
C 4.57 1.76 3.32  -1.4120
C 3.88 2.34 2.14  0.6423
C 4.86 2.72 1.06  -0.9570
O 5.54 1.56 0.60  -0.2532
C 6.39 2.04 -0.49  -0.8065
N 2.97 1.30 1.54  0.0379
H 3.52 0.49 1.43  0.2637
H 2.15 0.94 2.07  0.3030
H 2.56 1.62 0.66  0.1735
H 4.64 0.68 3.18  0.3385
H 3.95 1.95 4.19  0.3678
H 5.55 2.16 3.49  0.3903
H 3.35 3.23 2.44  0.0706
H 5.63 3.40 1.48  0.4592
H 4.44 3.20 0.15  0.4110
H 6.53 1.20 -1.14  0.2688
H 7.33 2.44 -0.11  0.2997
H 5.89 2.84 -1.04  0.3757
As 2.77 -1.48 -0.90  2.1370
F 3.82 -0.12 -0.96  -0.5204
F 3.36 -1.81 0.64  -0.5091
F 1.66 -2.73 -0.86  -0.4986
F 2.07 -1.09 -2.48  -0.4556
F 4.03 -2.55 -1.71  -0.5190
F 1.54 -0.40 -0.19  -0.5603
As -4.10 0.97 -0.86  2.0742
F -3.08 -0.42 -1.24  -0.4476
F -3.95 0.52 0.75  -0.4843
F -4.99 2.39 -0.39  -0.5017
F -4.18 1.49 -2.48  -0.4328
F -5.47 -0.06 -1.16  -0.4685
F -2.57 2.02 -0.87  -1.1077
C -0.92 -5.85 -2.16  1.0266
O -0.04 -5.90 -1.12  -0.6554
O -0.68 -4.94 -3.18  -0.5958
C -0.93 -7.20 -2.77  0.6369
F -1.95 -7.28 -3.69  -0.2717
F 0.19 -7.57 -3.52  -0.2720
F -1.11 -8.09 -1.82  -0.2457
C -0.39 -5.28 0.14  -0.1910
C -1.19 -6.25 0.96  -1.2241
H -1.98 -6.80 0.40  0.2668
H -0.59 -7.09 1.40  0.3429
H -1.68 -5.71 1.78  0.4004
H -1.01 -4.41 -0.07  0.0637
H 0.55 -5.03 0.52  0.5294
H -1.91 -5.67 -1.69  -0.3566
P 0.16 3.88 2.66  1.6036
F -0.81 2.78 2.04  -0.4701
F -0.78 3.91 4.04  -0.4392
F 1.02 2.64 3.22  -0.4420
F 1.19 4.95 3.28  -0.4677
F 0.94 3.99 1.24  -0.3645
F -0.71 5.17 2.16  -0.3261


In hartree, the E_tot values for the records above are, in order, -1991.45768, -4285.23371, -4803.13400, -8954.11530.